{"formula": "C2H5N5O", "method": "ωB97M-V with the def2-TZVPD basis set", "elements": ["C", "C", "H", "H", "H", "H", "H", "N", "N", "N", "N", "N", "O"], "xyz": [[1.21, 0.04, -0.28], [-0.81, -0.76, 0.31], [3.22, -0.87, -0.25], [3.41, 0.77, 0.13], [-2.07, 2.28, 0.71], [-2.31, 0.36, -0.75], [-2.05, -2.31, -0.42], [2.61, -0.13, 0.06], [0.63, 1.13, -0.01], [-0.71, 0.67, 0.62], [-1.62, 1.35, -0.26], [-1.96, -1.30, -0.07], [0.48, -1.24, 0.22]], "e_homo_ev": -8.885, "e_tot_ev": -11645.5960, "gap_ev": 9.080, "relative_energy_kj_mol": 670.5}